No. 1
Formula: C42H62BF24N2O23P2S
Source: OMol25
Level of theory: ωB97M-V with the def2-TZVPD basis set

Summary:
E_LUMO (eV): -3.3
Total charge: +1

Geometry (Å):
C1 4.728 1.895 3.629
P1 3.561 0.866 2.493
O1 3.484 1.855 1.057
C2 1.861 0.636 3.276
C3 0.939 -0.287 2.282
C4 1.541 -1.669 1.749
C5 1.021 -2.829 2.758
O2 0.630 -3.956 2.350
O3 0.973 -2.555 4.180
C6 0.496 0.868 1.233
B1 -0.926 0.448 0.498
O4 -1.164 0.967 -0.851
O5 -1.948 -0.350 1.114
C7 0.328 2.275 2.069
S1 0.930 3.848 1.315
P2 -1.502 2.746 2.511
N1 -1.517 4.185 3.265
N2 0.899 1.814 3.412
C8 1.133 2.823 4.501
C9 0.141 2.567 5.768
C10 0.424 1.123 6.463
O6 1.487 0.812 7.027
O7 -0.660 0.168 6.337
H1 5.684 1.269 3.811
H2 5.101 2.838 3.069
H3 4.262 2.145 4.638
H4 4.377 2.238 0.913
H5 2.122 0.110 4.277
H6 -0.031 -0.616 2.820
H7 2.700 -1.740 1.806
H8 1.271 -1.874 0.662
H9 0.032 -2.569 4.478
H10 1.151 1.075 0.319
H11 -1.294 1.944 -0.740
H12 -2.700 0.219 1.391
H13 -0.132 4.307 0.531
H14 -2.141 1.744 3.315
H15 -2.251 2.971 1.285
H16 -2.099 4.822 2.684
H17 0.058 1.303 3.777
H18 0.957 3.906 4.189
H19 2.189 2.762 4.932
H20 0.367 3.346 6.578
H21 -0.969 2.638 5.478
H22 -0.723 -0.134 5.394
C11 -0.682 0.196 -3.778
C12 0.616 -0.526 -3.478
O8 1.101 -1.201 -4.648
C13 1.801 -0.443 -5.520
O9 2.027 0.729 -5.367
C14 2.294 -1.293 -6.687
F1 1.341 -2.125 -7.158
F2 3.341 -2.071 -6.337
F3 2.703 -0.554 -7.733
H23 -1.418 -0.494 -4.199
H24 -1.094 0.643 -2.870
H25 -0.531 0.988 -4.516
H26 0.441 -1.295 -2.721
H27 1.373 0.154 -3.077
C15 5.052 -6.455 2.081
C16 5.374 -6.138 0.634
O10 5.009 -4.784 0.319
C17 5.907 -3.836 0.657
O11 6.961 -4.059 1.193
C18 5.414 -2.458 0.222
F4 4.107 -2.255 0.511
F5 5.540 -2.275 -1.108
F6 6.087 -1.451 0.810
H28 4.001 -6.242 2.297
H29 5.253 -7.505 2.301
H30 5.647 -5.839 2.761
H31 4.785 -6.783 -0.022
H32 6.427 -6.323 0.406
C19 -0.318 -4.193 -7.228
C20 -0.752 -5.639 -7.364
O12 -1.972 -5.871 -6.640
C21 -3.110 -5.534 -7.280
O13 -3.150 -5.062 -8.387
C22 -4.326 -5.877 -6.423
F7 -4.168 -5.514 -5.131
F8 -4.578 -7.203 -6.418
F9 -5.450 -5.274 -6.851
H33 -0.240 -3.913 -6.174
H34 0.646 -4.034 -7.708
H35 -1.048 -3.519 -7.684
H36 0.004 -6.294 -6.924
H37 -0.858 -5.931 -8.413
C23 9.292 1.026 -0.851
C24 8.053 1.317 -0.028
O14 8.205 2.545 0.701
C25 7.936 3.678 0.018
O15 7.588 3.707 -1.135
C26 8.087 4.896 0.924
F10 9.198 4.842 1.686
F11 7.045 5.018 1.780
F12 8.154 6.051 0.238
H38 10.183 1.029 -0.217
H39 9.211 0.054 -1.342
H40 9.444 1.790 -1.617
H41 7.911 0.527 0.713
H42 7.153 1.341 -0.650
C27 -7.142 -3.661 2.521
C28 -6.833 -3.362 1.068
O16 -7.183 -2.005 0.745
C29 -6.271 -1.067 1.063
O17 -5.212 -1.302 1.590
C30 -6.749 0.313 0.623
F13 -8.044 0.534 0.924
F14 -6.633 0.482 -0.711
F15 -6.048 1.314 1.197
H43 -8.186 -3.433 2.747
H44 -6.953 -4.712 2.748
H45 -6.531 -3.048 3.188
H46 -7.439 -4.004 0.424
H47 -5.786 -3.562 0.828
C31 6.946 8.494 1.806
C32 6.245 9.771 1.387
O18 4.858 9.728 1.755
C33 4.572 10.068 3.031
O19 5.397 10.391 3.846
C34 3.065 10.027 3.268
F16 2.486 8.927 2.737
F17 2.442 11.089 2.718
F18 2.745 10.030 4.575
H48 6.430 7.621 1.399
H49 7.981 8.488 1.457
H50 6.948 8.384 2.894
H51 6.279 9.868 0.300
H52 6.734 10.655 1.805
C35 -11.512 -4.443 6.629
C36 -11.256 -3.002 6.233
O20 -10.031 -2.527 6.814
C37 -8.900 -2.841 6.151
O21 -8.868 -3.481 5.130
C38 -7.686 -2.235 6.849
F19 -7.724 -2.396 8.188
F20 -7.591 -0.906 6.627
F21 -6.524 -2.776 6.435
H53 -11.495 -4.550 7.717
H54 -12.481 -4.779 6.256
H55 -10.738 -5.104 6.232
H56 -12.055 -2.367 6.622
H57 -11.246 -2.878 5.147
C39 -4.559 -1.917 -9.676
C40 -3.699 -0.759 -10.144
O22 -3.834 0.362 -9.256
C41 -3.072 0.331 -8.143
O23 -2.311 -0.563 -7.867
C42 -3.277 1.599 -7.320
F22 -4.578 1.942 -7.212
F23 -2.647 2.660 -7.868
F24 -2.809 1.484 -6.061
H58 -5.598 -1.600 -9.557
H59 -4.520 -2.740 -10.392
H60 -4.225 -2.287 -8.704
H61 -4.037 -0.425 -11.127
H62 -2.651 -1.052 -10.247



No. 2
Formula: C42H30BrF9LuN6O6
Source: OMol25
Level of theory: ωB97M-V with the def2-TZVPD basis set

Summary:
E_LUMO (eV): 2.1
Relative energy (zero: lowest compared OMol25 entry of this formula, charge and spin) (kJ/mol): 0.0
Total charge: -1

Geometry (Å):
Lu1 -0.256 0.673 0.416
C1 3.352 1.204 3.607
C2 2.252 1.477 2.621
N1 1.632 0.542 1.986
N2 2.006 -0.742 2.246
C3 1.456 -1.605 1.404
O1 0.741 -1.297 0.403
C4 1.738 -3.042 1.667
C5 1.192 -3.986 0.802
C6 1.372 -5.339 1.039
C7 2.117 -5.758 2.133
C8 2.668 -4.817 2.994
C9 2.473 -3.464 2.770
C10 1.890 2.860 2.287
C11 2.583 3.951 2.815
C12 2.278 5.224 2.367
C13 1.287 5.383 1.411
C14 0.615 4.248 0.978
N3 0.899 3.030 1.408
H1 3.452 0.128 3.700
H2 3.116 1.633 4.583
H3 4.299 1.622 3.260
H4 0.615 -3.629 -0.042
H5 0.926 -6.072 0.380
H6 2.263 -6.815 2.318
H7 3.242 -5.147 3.852
H8 2.880 -2.728 3.450
H9 3.357 3.799 3.554
H10 2.810 6.083 2.756
H11 1.043 6.355 1.006
H12 -0.194 4.318 0.257
C15 -6.234 5.364 -2.250
O2 -5.282 4.334 -2.386
C16 -4.527 4.022 -1.296
C17 -4.758 4.579 -0.024
C18 -3.964 4.182 1.019
C19 -2.924 3.248 0.871
C20 -2.168 2.806 2.012
C21 -2.367 3.483 3.353
O3 -1.353 1.879 1.974
C22 -2.654 2.703 -0.438
O4 -1.679 1.922 -0.687
C23 -3.511 3.121 -1.490
H13 -6.668 5.510 -3.236
H14 -5.771 6.300 -1.923
H15 -7.032 5.096 -1.552
H16 -5.558 5.284 0.152
H17 -4.161 4.591 2.001
H18 -3.388 3.339 3.706
H19 -2.164 4.552 3.283
H20 -1.685 3.019 4.063
H21 -3.349 2.697 -2.473
Br1 1.664 -7.334 -2.884
C24 2.266 -5.666 -3.576
C25 2.744 -4.688 -2.719
C26 3.212 -3.496 -3.247
C27 3.231 -3.285 -4.632
C28 2.744 -4.295 -5.468
C29 2.250 -5.475 -4.948
N4 3.924 -2.232 -5.238
N5 3.984 -1.043 -4.849
C30 3.203 -0.443 -3.879
C31 3.814 0.659 -3.275
C32 3.256 1.339 -2.214
C33 1.983 1.000 -1.717
O5 1.439 1.588 -0.733
C34 1.263 -0.051 -2.427
N6 -0.015 -0.246 -2.030
C35 -0.746 -1.130 -2.666
C36 -0.272 -1.844 -3.775
C37 1.019 -1.656 -4.193
C38 1.857 -0.765 -3.492
H22 2.749 -4.852 -1.650
H23 3.600 -2.733 -2.583
H24 2.777 -4.139 -6.540
H25 1.881 -6.255 -5.599
H26 4.796 0.930 -3.643
H27 3.784 2.151 -1.731
H28 -1.761 -1.268 -2.307
H29 -0.926 -2.527 -4.300
H30 1.388 -2.168 -5.069
F1 -0.721 -0.393 3.093
C39 -1.627 -1.397 3.116
F2 -0.925 -2.537 3.017
F3 -2.203 -1.402 4.334
C40 -2.623 -1.230 1.901
O6 -2.015 -0.733 0.841
C41 -3.194 -2.659 1.587
F4 -3.501 -3.362 2.701
F5 -4.311 -2.582 0.837
F6 -2.308 -3.378 0.890
C42 -3.852 -0.346 2.379
F7 -4.402 0.272 1.332
F8 -3.502 0.608 3.267
F9 -4.833 -1.059 2.983



No. 3
Formula: C5H5NO
Source: OMol25
Level of theory: ωB97M-V with the def2-TZVPD basis set

Summary:
E_LUMO (eV): 0.9
Relative energy (zero: lowest compared OMol25 entry of this formula, charge and spin) (kJ/mol): 277.6
Total charge: 0

Geometry (Å):
N1 -0.127 -1.480 2.218
C1 -0.545 -0.521 1.724
C2 -0.705 0.593 0.772
O1 0.572 1.251 0.671
C3 0.738 0.723 -0.647
C4 0.633 -0.770 -0.726
C5 -0.613 0.076 -0.673
H1 -1.516 1.287 1.005
H2 1.259 1.356 -1.355
H3 0.860 -1.184 -1.702
H4 0.856 -1.431 0.116
H5 -1.413 0.099 -1.403



No. 4
Formula: C3H5I
Source: OMol25
Level of theory: ωB97M-V with the def2-TZVPD basis set

Summary:
Structure (SMILES): C=C(C)I
E_LUMO (eV): -0.4
Relative energy (zero: lowest compared OMol25 entry of this formula, charge and spin) (kJ/mol): 135.5
Total charge: 0

Geometry (Å):
C1 0.043 1.407 0.004
C2 -0.208 0.128 0.014
C3 0.508 -1.140 0.026
I1 -2.751 -0.072 0.039
H1 -0.614 2.152 -0.064
H2 1.148 1.635 -0.039
H3 0.324 -1.605 -0.868
H4 1.493 -0.805 0.141
H5 0.056 -1.700 0.746



No. 5
Formula: C14H45BO7Pd
Source: OMol25
Level of theory: ωB97M-V with the def2-TZVPD basis set

Summary:
E_LUMO (alpha / beta) (eV): -0.1 / -2.8
Relative energy (zero: lowest compared OMol25 entry of this formula, charge and spin) (kJ/mol): 0.0
Total charge: 0
Spin multiplicity: 3

Geometry (Å):
Pd1 2.028 -0.992 2.125
B1 0.765 0.264 3.490
H1 0.052 -0.197 2.621
H2 0.103 0.748 4.350
H3 1.465 -0.599 3.982
H4 1.537 1.084 2.993
C1 -0.738 0.434 -1.104
C2 0.305 0.632 -0.016
O1 0.960 -0.573 0.306
H5 -1.204 1.412 -1.243
H6 -1.492 -0.323 -0.890
H7 -0.282 0.161 -2.060
H8 -0.186 1.019 0.883
H9 1.030 1.398 -0.330
C3 3.489 3.576 -3.032
C4 4.518 4.232 -2.101
O2 3.936 5.308 -1.383
H10 2.890 4.373 -3.470
H11 2.860 2.870 -2.489
H12 3.984 3.045 -3.848
H13 5.296 4.654 -2.734
H14 4.971 3.496 -1.432
H15 3.395 4.954 -0.672
C5 -5.768 2.185 -0.432
C6 -4.432 1.597 -0.807
O3 -4.278 1.681 -2.233
H16 -5.715 3.270 -0.422
H17 -5.951 1.916 0.621
H18 -6.648 1.733 -0.885
H19 -4.353 0.546 -0.522
H20 -3.659 2.228 -0.358
H21 -3.602 1.063 -2.525
C7 -3.030 -3.573 1.230
C8 -2.131 -2.397 0.890
O4 -1.102 -2.850 0.018
H22 -2.408 -4.446 1.442
H23 -3.681 -3.808 0.389
H24 -3.640 -3.388 2.114
H25 -1.678 -1.934 1.770
H26 -2.775 -1.663 0.383
H27 -0.406 -2.181 0.005
C9 3.656 -4.721 0.341
C10 4.049 -3.259 0.478
O5 2.926 -2.418 0.724
H28 3.335 -5.140 1.294
H29 4.497 -5.283 -0.068
H30 2.842 -4.850 -0.376
H31 4.507 -2.945 -0.463
H32 4.768 -3.155 1.287
H33 2.391 -2.330 -0.081
C11 2.621 -0.008 -3.445
C12 2.221 -1.443 -3.215
O6 2.252 -1.756 -1.814
H34 1.993 0.645 -2.844
H35 2.575 0.225 -4.514
H36 3.677 0.197 -3.245
H37 2.810 -2.157 -3.780
H38 1.167 -1.537 -3.500
H39 1.691 -1.116 -1.349
C13 -3.962 1.730 3.443
C14 -2.830 0.847 2.967
O7 -2.382 0.035 4.051
H40 -4.212 2.465 2.681
H41 -3.628 2.253 4.344
H42 -4.820 1.142 3.767
H43 -1.995 1.430 2.563
H44 -3.156 0.185 2.153
H45 -1.420 0.009 3.979



No. 6
Formula: C3H5N2O
Source: OMol25
Level of theory: ωB97M-V with the def2-TZVPD basis set

Summary:
E_LUMO (eV): -3.9
Relative energy (zero: lowest compared OMol25 entry of this formula, charge and spin) (kJ/mol): 168.6
Total charge: +1

Geometry (Å):
C1 0.202 -0.217 0.000
C2 -4.003 0.071 0.084
C3 1.469 -0.795 0.168
N1 -0.776 0.354 -0.215
N2 -3.344 1.041 -0.308
O1 -4.282 -1.022 0.309
H1 1.841 -1.337 -0.760
H2 1.701 -1.579 0.927
H3 2.356 -0.105 0.215
H4 -1.769 0.715 -0.454
H5 -3.564 1.971 -0.200



Per-record total energy, Ha: -6979.9320 -7107.1625 -323.4139 -414.9228 -1239.5795 -301.7651